22
Properties=species:S:1:pos:R:3:mulliken_charge:R:1 method="wB97M-V/def2-TZVPD" spin_multiplicity=2 lumo_ev="-11.624 / -11.620" charge=+2 fmax_ha_per_bohr=0.12071 homo_energy_ev="-18.64 / -18.64" de_lowest_kcal_mol=158.7 s2=0.755 energy_ha=-366.018340
O -0.930 2.358 -1.071 -0.635
N 1.515 1.995 0.638 -0.549
C -0.080 -1.815 -1.586 -0.563
C 0.668 0.003 1.171 0.162
C 0.163 -1.480 0.876 -0.791
C -0.702 -1.587 -0.378 0.768
C -1.972 -1.039 -0.262 -0.583
C 1.378 0.689 0.034 -0.442
H -0.767 2.859 -1.879 0.327
H 0.647 0.624 -0.787 0.410
H -0.939 1.042 1.818 0.791
H -0.495 -1.701 1.699 0.454
H -2.497 -0.931 0.687 0.327
H -2.685 -0.900 -1.074 0.303
H 2.363 2.498 0.366 0.265
H 1.042 -2.128 0.862 0.451
H 2.310 0.195 -0.228 0.388
H -0.617 -1.915 -2.528 0.328
H 0.950 -2.173 -1.604 0.312
H 1.186 -0.119 2.127 0.468
H -0.238 0.748 1.585 -0.531
H -0.299 2.777 -0.466 0.340